# C14H22I2LuNO4P2S

A structure of composition C14H22I2LuNO4P2S at a distorted geometry (ωB97M-V/def2-TZVPD, OMol25).

The calculation puts the LUMO energy (alpha / beta) at -10.6 / -10.3 eV. As for the relative energy (zero: lowest compared OMol25 entry of this formula, charge and spin): 7.7 kcal per mole. As for the HOMO-LUMO gap (alpha / beta): 0.153 / 0.160 Eh. The charge is +2. The calculation puts the total energy at -3813.6202 a.u.

Last column: natural (NBO) charge in e.
Positions of all 47 atoms, in Å:
I  -3.195  0.492  -1.732  0.26
I  2.840  1.081  -1.763  0.28
Lu  0.002  0.368  -1.518  1.30
P  -0.489  -2.208  -1.908  0.80
C  -0.758  -3.150  -0.373  -0.92
C  -1.805  -2.691  -3.033  -0.94
H  -1.653  -3.738  -3.297  0.27
H  1.079  -3.719  -2.909  0.28
H  -1.788  -2.054  -3.922  0.26
H  1.358  -2.031  -3.485  0.25
H  -1.659  -2.706  0.073  0.24
H  -2.771  -2.519  -2.551  0.25
C  1.129  -2.664  -2.612  -0.94
H  -0.871  -4.244  -0.476  0.28
H  1.934  -2.477  -1.884  0.27
H  0.066  -2.929  0.317  0.26
P  -0.443  3.035  -1.864  0.75
C  -0.645  3.910  -0.262  -0.93
C  1.076  3.753  -2.612  -0.92
H  -1.764  3.077  -3.866  0.25
H  -1.598  4.736  -3.232  0.28
H  -2.732  3.540  -2.482  0.25
C  -1.755  3.684  -2.954  -0.92
H  1.326  3.153  -3.494  0.24
H  0.990  4.808  -2.896  0.28
H  -0.637  5.003  -0.372  0.28
H  0.159  3.600  0.418  0.26
H  1.923  3.597  -1.928  0.25
H  -1.590  3.596  0.199  0.25
C  -0.998  0.862  0.516  0.46
O  -1.173  1.035  1.643  -0.40
O  2.986  1.291  3.305  -0.87
S  2.993  -0.120  2.937  2.24
O  4.135  -0.952  3.320  -0.86
N  2.550  -0.393  1.324  -0.72
C  1.268  -0.736  1.322  0.61
O  0.471  -0.601  0.278  -0.86
C  0.712  -1.227  2.591  -0.13
C  -0.570  -1.743  2.852  -0.18
C  -0.975  -1.903  4.177  -0.19
C  -0.106  -1.487  5.202  -0.14
C  1.162  -0.932  4.943  -0.15
C  1.545  -0.849  3.618  -0.29
H  -1.212  -2.024  2.035  0.21
H  -1.951  -2.342  4.426  0.25
H  -0.423  -1.604  6.228  0.25
H  1.858  -0.576  5.701  0.26